Record 1
Entry from OMol25: an isolated molecule of C10H6N2S2 (ωB97M-V/def2-TZVPD).

Element x y z (Å)
C 0.50 1.79 -1.45
C 1.61 -0.92 1.23
C 0.14 -0.63 -1.43
C -0.33 0.43 1.23
C -0.56 1.96 -2.34
C 1.10 -1.52 2.35
C 0.70 0.50 -0.88
C 0.92 0.15 0.60
C -1.05 -0.23 -2.08
C -0.90 -0.57 1.96
N -1.44 0.95 -2.41
N -0.22 -1.51 2.64
S -2.31 -1.69 -0.21
S -2.60 -0.83 1.53
H 1.13 2.59 -1.03
H 2.67 -0.95 0.98
H 0.59 -1.60 -1.57
H -0.87 1.37 1.00
H -0.87 2.95 -2.91
H 1.78 -2.25 2.82

Results
HOMO-LUMO gap (spin up / spin down) in eV: 7.4 / 7.0

=====

Record 2
Entry from OMol25: a cluster of 2 separate species, C4H8O3S in total (ωB97M-V/def2-TZVPD).

Element x y z (Å)
C 1.21 0.07 -1.57
C 1.44 0.43 -0.32
C -1.77 0.62 -0.20
C 1.38 -0.35 0.93
O -2.56 -0.98 1.56
O 0.71 -1.15 -1.93
O -1.94 1.53 0.83
S -2.19 -0.93 0.14
H 1.37 0.84 -2.37
H 1.76 1.54 -0.13
H -1.67 1.10 -1.16
H 2.18 -0.49 1.62
H 0.95 -1.50 0.68
H 0.50 0.02 1.45
H 0.72 -1.67 -1.07
H -2.11 0.92 1.54

Results
HOMO-LUMO gap in eV: 9.1